Version w
The following is a DFT calculation (ωB97M-V with the def2-TZVPD basis set) of a structure of composition C51H42F2N12O11Rb.

Properties
multiplicity: 1
net charge: -1

Structure (XYZ):
```
119
C51H42F2N12O11Rb ωB97M-V with the def2-TZVPD basis set
Rb -0.88757 1.00502 2.43781
N -3.78030 -2.44414 1.22404
C -2.97872 -1.34990 1.18614
N -3.09388 -0.37122 0.35742
C -4.06463 -0.45599 -0.63351
N -4.15528 0.37572 -1.60627
N -3.14542 1.30262 -1.74571
C -3.26388 2.40762 -1.14270
C -2.25359 3.47574 -1.30671
C -2.13874 4.44205 -0.31566
C -1.17423 5.42893 -0.44370
C -0.37093 5.41827 -1.56929
C -0.55888 4.40861 -2.50557
N -1.46956 3.45133 -2.39391
C -5.06100 -1.54690 -0.56503
C -6.15992 -1.62618 -1.41882
C -7.06314 -2.66551 -1.31218
C -6.87895 -3.64755 -0.33891
C -5.79789 -3.58913 0.51559
C -4.88707 -2.53799 0.40041
H -3.69271 -3.04378 2.02832
H -2.21156 -1.35480 1.94668
H -4.09476 2.60035 -0.46049
H -2.75165 4.38588 0.57316
H -1.02792 6.15215 0.34852
H 0.41267 6.15107 -1.70985
H 0.07309 4.36534 -3.38845
H -6.28080 -0.84860 -2.16089
H -7.91622 -2.71477 -1.97647
H -7.58967 -4.45914 -0.24659
H -5.64904 -4.34201 1.27997
F -0.98899 1.15943 -4.79354
C -0.26602 0.23634 -4.11761
C -0.29677 0.18874 -2.74895
C 0.41954 -0.80864 -2.09334
C 0.44386 -0.79014 -0.59903
O 0.04984 0.20643 -0.02332
C 0.99496 -1.99146 0.00784
C 1.66406 -2.85564 -0.77992
N 1.83307 -2.74439 -2.13856
C 2.60538 -3.72166 -2.84572
C 3.91655 -4.14284 -2.26222
C 3.89196 -3.28816 -3.49577
C 1.15068 -1.75630 -2.82434
C 1.19992 -1.65820 -4.21870
C 0.49994 -0.65310 -4.86109
N 0.58059 -0.55534 -6.28833
C 0.82674 0.75860 -6.85507
C 1.28578 0.54728 -8.31634
N 1.54580 -0.91992 -8.48515
C 0.26630 -1.69949 -8.38466
C -0.41226 -1.27517 -7.06167
C 0.92923 -2.34264 1.50078
O 1.68399 -3.26792 1.86449
O 0.11791 -1.69904 2.19931
H -0.90175 0.89836 -2.19683
H 2.14111 -3.70356 -0.30713
H 2.02351 -4.48369 -3.35721
H 4.18856 -5.18385 -2.35830
H 4.21870 -3.67095 -1.33843
H 4.15945 -3.73863 -4.44294
H 4.16285 -2.24779 -3.37656
H 1.80461 -2.33781 -4.80381
H 1.60469 1.24626 -6.26944
H -0.05249 1.40817 -6.84926
H 2.19831 1.08780 -8.55642
H 0.51688 0.80934 -9.04081
H 2.11048 -1.20416 -7.67605
H 2.04247 -1.12496 -9.34877
H 0.53227 -2.75477 -8.39764
H -0.32423 -1.46553 -9.26818
H -0.72956 -2.15513 -6.50825
H -1.30243 -0.66711 -7.26786
N 2.92574 0.35590 1.83213
C 2.88590 0.00965 2.92818
C 2.83567 -0.42427 4.30198
C 3.24929 0.46007 5.29795
C 3.19031 0.07267 6.62512
C 2.71562 -1.19104 6.95609
C 2.30870 -2.06511 5.95843
C 2.36477 -1.69533 4.62154
H 3.59376 1.44828 5.02322
H 3.49513 0.75921 7.40462
H 2.65404 -1.48632 7.99663
H 1.93222 -3.04647 6.21962
H 2.04941 -2.37088 3.83484
F -0.89420 -1.25372 9.90613
C -0.65237 -0.68029 8.71093
C -1.07209 -1.25022 7.57384
N -0.80141 -0.71187 6.34591
C -1.33146 -1.36164 5.14715
C -2.85322 -1.08938 4.98602
O -3.53368 -1.30550 6.00187
O -3.20640 -0.70643 3.84662
C -0.19006 0.51051 6.22381
O 0.02332 1.06676 5.16329
N 0.19017 1.08814 7.42308
C 0.06480 0.57726 8.70731
O 0.51510 1.15918 9.67586
H -1.65252 -2.16043 7.56362
H -1.16527 -2.43518 5.25912
H -0.75586 -1.04550 4.28506
H 0.66553 1.97451 7.33075
O 0.11348 5.44831 3.03145
C 0.08046 4.39678 2.37988
O -0.83967 3.54488 2.27761
C 1.30750 4.07838 1.49916
C 2.54076 4.67781 1.73831
C 3.63271 4.39588 0.93446
C 3.46215 3.52035 -0.12950
C 2.24884 2.90955 -0.39400
C 1.17765 3.19559 0.43087
N 4.60036 3.23677 -1.00601
O 4.42056 2.51750 -1.97545
O 5.68877 3.69922 -0.71116
H 2.61822 5.37390 2.56322
H 4.59976 4.84305 1.11069
H 2.15435 2.21499 -1.21551
H 0.21982 2.73261 0.24280
```

Version x
The following is a DFT calculation (ωB97M-V with the def2-TZVPD basis set) of a structure of composition C51H42F2N12O11Rb.

Properties
multiplicity: 1
net charge: -1

Structure (XYZ):
```
119
C51H42F2N12O11Rb ωB97M-V with the def2-TZVPD basis set
Rb -2.30265 -0.18935 -0.99677
N -3.43015 -0.78675 -5.41577
C -2.89145 -0.99135 -4.18597
N -3.41885 -1.67095 -3.24207
C -4.67985 -2.19635 -3.42017
N -5.37125 -2.65265 -2.43477
N -5.02525 -2.69735 -1.19187
C -5.28625 -1.79965 -0.32877
C -4.94315 -1.93915 1.07363
C -5.32245 -0.94765 1.98923
C -4.98035 -1.09635 3.31853
C -4.23705 -2.20625 3.69383
C -3.88315 -3.11885 2.70943
N -4.24535 -3.01375 1.44923
C -5.23595 -2.22235 -4.76517
C -6.39615 -2.91305 -5.09647
C -6.91075 -2.84365 -6.37657
C -6.26895 -2.07885 -7.34367
C -5.12305 -1.37585 -7.03137
C -4.59565 -1.43735 -5.74157
H -3.19875 0.11455 -5.86327
H -1.90595 -0.57345 -4.02477
H -5.78115 -0.86455 -0.61887
H -5.85285 -0.06515 1.66593
H -5.26375 -0.33885 4.03613
H -3.94255 -2.35575 4.72243
H -3.27505 -3.98505 2.94813
H -6.87835 -3.49585 -4.32647
H -7.82195 -3.37105 -6.62497
H -6.67525 -2.02855 -8.34527
H -4.62315 -0.77275 -7.77397
F 3.68015 -1.99365 2.55963
C 2.82575 -0.99705 2.92063
C 1.57095 -0.92515 2.37633
C 0.69705 0.08675 2.76873
C -0.64015 0.14735 2.12203
O -0.93135 -0.62535 1.22123
C -1.50355 1.16005 2.68743
C -1.03005 2.01325 3.61193
N 0.25665 2.02985 4.09353
C 0.64425 3.15125 4.89523
C 1.75205 4.06085 4.44673
C 0.33535 4.51955 4.35033
C 1.11655 1.03355 3.72523
C 2.40135 0.92665 4.27793
C 3.26635 -0.07515 3.87823
N 4.55525 -0.18455 4.42723
C 5.72685 -0.39065 3.62833
C 6.72535 0.73425 3.92213
N 7.02665 0.74405 5.38293
C 5.79335 0.96895 6.17993
C 4.79295 -0.14645 5.83073
C -2.98015 1.41225 2.20763
O -3.75595 1.73395 3.10713
O -3.14935 1.31465 0.99253
H 1.22685 -1.64295 1.64853
H -1.69275 2.75615 4.03293
H 0.50485 2.98945 5.96423
H 2.27265 3.82245 3.53523
H 2.37965 4.49825 5.20823
H -0.10685 4.56635 3.36743
H -0.02865 5.27495 5.02973
H 2.72375 1.65375 5.00653
H 5.47175 -0.32495 2.57003
H 6.18335 -1.37755 3.81793
H 6.27395 1.68375 3.61503
H 7.64625 0.59695 3.35783
H 7.72825 1.45885 5.59523
H 7.40725 -0.17925 5.62803
H 5.38055 1.93895 5.90063
H 6.03665 0.95685 7.24493
H 3.84995 0.02565 6.34923
H 5.21315 -1.11065 6.17463
N -1.89245 -3.00455 -1.01497
C -0.91785 -3.57495 -1.19437
C 0.26705 -4.33845 -1.32877
C 0.66445 -5.12905 -0.24897
C 1.83225 -5.86045 -0.33037
C 2.59865 -5.81135 -1.48497
C 2.19445 -5.04015 -2.56297
C 1.02935 -4.29915 -2.49357
H 0.05115 -5.15045 0.64033
H 2.15385 -6.46355 0.50813
H 3.51935 -6.37495 -1.53877
H 2.80005 -5.00175 -3.45527
H 0.72365 -3.66645 -3.30997
F -0.59335 5.30585 -7.30247
C -0.42535 4.76455 -6.07117
C -1.49435 4.22525 -5.43687
N -1.40095 3.70645 -4.19127
C -2.57375 3.18355 -3.54337
C -3.23885 1.96635 -4.31497
O -2.93625 1.84575 -5.51287
O -4.00345 1.29625 -3.62807
C -0.17895 3.58505 -3.55867
O -0.03135 3.06595 -2.47617
N 0.87445 4.16965 -4.23027
C 0.88295 4.82135 -5.46247
O 1.89105 5.35575 -5.87987
H -2.46535 4.19675 -5.90857
H -3.33425 3.96485 -3.47087
H -2.30075 2.84445 -2.54397
H 1.76935 4.10645 -3.75627
O 2.48025 -1.67025 -3.26117
C 1.68435 -1.02915 -2.56607
O 0.45035 -0.96765 -2.62207
C 2.33375 -0.18485 -1.42417
C 3.65745 -0.42355 -1.05357
C 4.24725 0.32355 -0.06187
C 3.50945 1.32835 0.57723
C 2.16585 1.54275 0.23953
C 1.59285 0.78965 -0.76067
N 4.11435 2.11495 1.55633
O 3.47035 3.00465 2.12663
O 5.30635 1.89585 1.87273
H 4.19735 -1.19985 -1.57547
H 5.27675 0.17165 0.22793
H 1.60145 2.29325 0.77253
H 0.56645 0.94995 -1.06347
```

Most favorable structure: version w. The second most favorable one is 46.6 kJ/mol above it.

Version w
The following is a DFT calculation (ωB97M-V with the def2-TZVPD basis set) of a cluster of 2 separate species, CH4INP2 in total.

Properties
multiplicity: 1

Structure (XYZ):
```
9
CH4INP2 ωB97M-V with the def2-TZVPD basis set
C -0.80889 1.51361 -1.84594
N -2.76331 -2.69246 0.13577
P -1.25175 -2.65019 0.58461
P -4.05885 -2.37331 -0.60354
I -1.49683 1.88264 0.09150
H 0.17003 1.04459 -1.83529
H -0.84007 2.29350 -2.48732
H -1.43014 0.73922 -2.26344
H -1.44245 -3.93987 1.05524
```

Version x
The following is a DFT calculation (ωB97M-V with the def2-TZVPD basis set) of the molecule CH4INP2.

Properties
multiplicity: 1
SMILES string: C/P=N\PI

Structure (XYZ):
```
9
CH4INP2 ωB97M-V with the def2-TZVPD basis set
C -1.94212 0.03433 0.26647
N 0.57002 0.63732 -0.18070
P 1.90838 -0.20400 0.14853
P -0.78253 1.44731 -0.08651
I 4.82672 -0.31889 -0.06159
H -1.63378 -0.46060 1.18729
H -1.90212 -0.68699 -0.54813
H -2.95949 0.40418 0.37514
H 1.91492 -0.85266 -1.10050
```

Most favorable structure: version x. The second most favorable one is 106.8 kJ/mol above it.

Version w
The following is a DFT calculation (ωB97M-V with the def2-TZVPD basis set) of the molecule C2H9N3O2.

Properties
multiplicity: 1

Structure (XYZ):
```
16
C2H9N3O2 ωB97M-V with the def2-TZVPD basis set
C -0.97066 0.89404 1.30317
N -1.14768 0.19149 0.03335
H -2.01196 -0.34320 -0.01393
H -0.70890 0.77611 -0.94921
H -0.82492 0.19238 2.12963
H -1.83870 1.51911 1.51704
H -0.09149 1.53387 1.22728
C 0.17370 -0.67016 -0.53618
N 1.09107 -1.08570 0.42460
O 1.60288 1.16188 -0.86527
O -0.46494 -1.72942 -1.17845
N 0.56480 0.32201 -1.48360
H 2.36365 1.01230 -1.43648
H -0.11459 -1.70657 -2.08096
H 1.64144 -0.32860 0.80333
H 0.73629 -1.73953 1.10567
```

Version x
The following is a DFT calculation (ωB97M-V with the def2-TZVPD basis set) of a cluster of 2 separate species, C2H9N3O2 in total.

Properties
multiplicity: 1
SMILES string: C[C@@]([NH3+])([O-])O.[H]/N=N/[H]

Structure (XYZ):
```
16
C2H9N3O2 ωB97M-V with the def2-TZVPD basis set
C -1.22464 0.28575 -0.09741
C -1.29677 1.73339 0.32841
O -0.48516 0.17447 -1.28059
O -2.25298 -0.49202 0.00531
H -0.89164 -0.55567 -1.76900
H -1.24588 -1.19764 1.00024
H 1.74668 -0.27938 -1.20799
H -0.29385 2.15680 0.39505
H -1.87048 2.28493 -0.41660
H -1.80579 1.81210 1.28878
N -0.25570 -0.63266 1.15311
N 2.26353 -0.93714 -0.60136
N 3.32785 -1.24951 -1.14323
H -0.17285 -0.19896 2.06547
H 0.63630 -0.98733 0.80515
H 3.82138 -1.91713 -0.52533
```

Most favorable structure: version x. The second most favorable one is 99.9 kJ/mol above it.

Version w
The following is a DFT calculation (ωB97M-V with the def2-TZVPD basis set) of a cluster of 2 separate species, C4H9O2 in total.

Properties
multiplicity: 2
net charge: -2
expectation value of S²: 0.751

Structure (XYZ):
```
15
C4H9O2 ωB97M-V with the def2-TZVPD basis set
C 0.30109 -0.18773 1.66424
C -1.25241 -0.26543 1.56767
H 0.60981 0.83625 1.46284
H 0.53938 -0.32152 2.72235
H 0.78985 -0.90829 1.02558
H -1.81898 0.23878 2.36860
H -1.40321 -1.34493 1.68743
H -1.72667 0.18561 0.69682
C 0.09635 -0.09952 -1.56560
C 1.18179 0.69998 -2.37713
O 2.14587 0.00879 -2.77927
O 1.03021 1.93484 -2.49148
H 0.40786 -1.14057 -1.61239
H -0.97708 -0.00132 -1.78915
H 0.07616 0.36506 -0.58049
```

Version x
The following is a DFT calculation (ωB97M-V with the def2-TZVPD basis set) of a cluster of 2 separate species, C4H9O2 in total.

Properties
multiplicity: 2
net charge: -2
expectation value of S²: 0.751

Structure (XYZ):
```
15
C4H9O2 ωB97M-V with the def2-TZVPD basis set
C -1.57460 0.26614 -0.72815
C -2.46827 -0.04657 0.46582
H -0.91748 1.12105 -0.55879
H -0.91367 -0.58626 -0.91829
H -2.13715 0.44882 -1.64879
H -2.97496 -1.01249 0.34890
H -3.26300 0.70620 0.59344
H -1.88194 -0.06661 1.39080
C 2.39797 0.26272 0.67856
C 2.16819 -0.61404 -0.55729
O 1.74238 -1.77921 -0.35678
O 2.45592 -0.11541 -1.67829
H 1.62434 0.07659 1.42305
H 2.38612 1.31869 0.40366
H 3.35616 0.02037 1.14214
```

Most favorable structure: version x. The second most favorable one is 36.0 kJ/mol above it.

Version w
The following is a DFT calculation (ωB97M-V with the def2-TZVPD basis set) of a cluster of 2 separate species, C3H3NO in total.

Properties
multiplicity: 3
expectation value of S²: 2.011

Structure (XYZ):
```
8
C3H3NO ωB97M-V with the def2-TZVPD basis set
C 1.93593 1.14262 -0.05205
C 0.27231 -1.06757 0.07038
C -0.85394 -0.16312 0.01323
N 1.11039 -1.84155 0.12511
O 0.96965 1.72216 -0.15099
H -0.80091 0.54760 0.83737
H -1.78699 -0.72065 0.08902
H -0.84644 0.38052 -0.93207
```

Version x
The following is a DFT calculation (ωB97M-V with the def2-TZVPD basis set) of a cluster of 2 separate species, C3H3NO in total.

Properties
multiplicity: 3
expectation value of S²: 2.011

Structure (XYZ):
```
8
C3H3NO ωB97M-V with the def2-TZVPD basis set
C 0.73155 1.30445 0.89929
C -0.99955 -0.57652 -0.80339
C 0.14957 -1.02234 -0.56123
N 1.60134 1.74159 1.51333
O -1.99984 -0.07930 -1.08504
H -0.34196 1.21188 0.70709
H 0.69194 -0.47056 0.27223
H 0.16696 -2.10920 -0.94228
```

Most favorable structure: version x. The second most favorable one is 25.4 kJ/mol above it.

Version w
The following is a DFT calculation (ωB97M-V with the def2-TZVPD basis set) of the molecule C4H5NOS2.

Properties
multiplicity: 1
SMILES string: Nc1occ(S)c1S

Structure (XYZ):
```
13
C4H5NOS2 ωB97M-V with the def2-TZVPD basis set
C -0.70308 -0.05409 -0.73417
C 0.49447 1.55834 0.40635
C 0.71580 0.40432 0.88790
C 0.02671 -0.77575 0.07965
H -2.36456 0.09285 -1.94243
H -1.61240 -1.40967 -1.91675
H 0.77602 2.64063 0.67738
H 2.77589 1.64953 1.29284
H -0.47444 -2.58612 1.49478
N -1.43495 -0.43666 -1.72006
O -0.55334 1.31924 -0.58949
S 2.21334 0.18829 1.79378
S 0.14053 -2.59093 0.27022
```

Version x
The following is a DFT calculation (ωB97M-V with the def2-TZVPD basis set) of a structure of composition C4H5NOS2.

Properties
multiplicity: 1

Structure (XYZ):
```
13
C4H5NOS2 ωB97M-V with the def2-TZVPD basis set
C 0.96946 -1.34138 1.39164
C 0.40100 -0.53255 0.22984
C 0.27510 0.98501 0.40076
C -1.70646 0.84635 -1.52434
H 2.30773 -1.28488 1.02326
H 0.68113 -0.87683 2.40004
H 0.41701 -2.29055 1.06434
H -0.67130 1.66759 0.02532
H -2.03074 1.57576 -2.40890
N 0.25449 -1.18361 -0.86251
O -2.50260 0.66243 -0.62502
S 1.64983 1.77991 0.93248
S -0.04466 -0.00723 -2.04692
```

Most favorable structure: version w. The second most favorable one is 150.6 kJ/mol above it.

Version w
The following is a DFT calculation (ωB97M-V with the def2-TZVPD basis set) of a structure of composition CH2N2S.

Properties
multiplicity: 1

Structure (XYZ):
```
6
CH2N2S ωB97M-V with the def2-TZVPD basis set
C -0.46033 0.83644 -0.30064
N 0.34202 -1.21221 0.89031
N -0.06934 -0.21725 0.31937
S 1.19961 1.35678 -0.87170
H -1.30181 1.34127 -0.47817
H 0.28984 -2.10503 0.44083
```

Version x
The following is a DFT calculation (ωB97M-V with the def2-TZVPD basis set) of the molecule CH2N2S.

Properties
multiplicity: 1
SMILES string: [H]/N=N\C=S

Structure (XYZ):
```
6
CH2N2S ωB97M-V with the def2-TZVPD basis set
C 0.12626 0.56536 0.49187
N 0.13237 -1.40743 -0.71591
N 0.51714 -0.54953 0.04611
S -0.20479 1.98623 -0.32958
H 0.29965 0.84933 1.50913
H -0.87063 -1.44396 -1.00162
```

Version y
The following is a DFT calculation (ωB97M-V with the def2-TZVPD basis set) of the molecule CH2N2S.

Properties
multiplicity: 1
SMILES string: N#CNS

Structure (XYZ):
```
6
CH2N2S ωB97M-V with the def2-TZVPD basis set
C 0.63551 0.59945 -0.68941
N 1.66211 0.83535 -1.39071
N -0.35968 0.27941 0.04148
S -0.25652 -0.59592 1.45097
H -1.30588 0.54141 -0.23508
H -0.37555 -1.65971 0.82275
```

Most favorable structure: version y. The second most favorable one is 102.9 kJ/mol above it.